This record from OMol25 describes 14 unconnected molecules or ions with the total composition C48H129N5O19 at a distorted geometry. The level of theory is wB97M-V/def2-TZVPD.

```
201
Properties=species:S:1:pos:R:3:forces:R:3:lowdin_charge:R:1
C 12.188201 -8.675670 -3.077182 -1.5 0.1 -0.8 -0.11
C 12.474145 -8.145306 -1.712282 0.8 -0.2 0.1 -0.36
O 11.445382 -7.361275 -1.155659 -0.4 -0.1 0.0 -0.07
H 11.275008 -9.269484 -3.116668 -0.3 -0.1 0.5 0.07
H 12.911179 -9.372926 -3.500543 0.5 0.6 0.0 0.08
H 11.918200 -7.809816 -3.681757 0.5 -0.2 -0.6 0.08
H 13.295635 -7.433101 -1.789850 0.4 -0.4 0.2 0.11
H 12.722845 -9.009563 -1.096414 0.3 0.2 0.6 0.11
H 10.698164 -7.938484 -0.982227 -0.2 0.0 0.0 0.08
C -1.582181 10.318870 -6.182486 0.1 -0.3 -0.8 -0.08
C -2.191493 8.908674 -6.592990 0.3 2.0 1.6 -0.30
O -2.148594 7.976076 -5.553013 0.3 -1.2 0.6 -0.09
H -1.853105 11.071446 -6.922987 0.0 -0.1 -0.4 0.06
H -0.499457 10.399043 -6.085559 0.1 -0.5 0.0 0.06
H -1.994610 10.760170 -5.275160 -0.3 -0.6 0.3 0.06
H -1.670644 8.354577 -7.373880 -0.2 0.8 -0.4 0.11
H -3.221463 9.189805 -6.812632 -0.2 -0.5 -0.6 0.10
H -2.525342 8.228306 -4.706812 -0.1 0.6 -0.3 0.08
C 6.898638 0.838505 -11.169922 -0.5 -0.9 -0.3 -0.08
C 5.714409 1.129767 -12.124371 0.2 -0.4 0.6 -0.30
O 4.911171 -0.047680 -11.984953 0.0 -0.1 0.1 -0.10
H 7.690044 1.572480 -11.018094 -0.3 0.1 -0.4 0.07
H 7.284072 -0.107147 -11.551080 0.7 0.2 -0.4 0.07
H 6.566493 0.464051 -10.201649 -0.5 0.7 0.2 0.07
H 6.042872 1.228976 -13.158957 0.3 0.0 -0.1 0.10
H 5.113281 2.012105 -11.904752 0.1 0.2 0.4 0.10
H 4.180200 -0.073663 -12.606730 0.1 0.3 -0.1 0.08
C -4.981228 6.359162 9.724262 1.5 -0.5 0.1 -0.09
C -5.961020 5.862715 8.704584 -1.5 1.4 -0.8 -0.36
O -5.634076 4.669827 8.060571 0.8 -1.6 0.6 -0.07
H -4.754506 5.710561 10.570437 -0.6 -0.6 -0.1 0.07
H -5.219488 7.303146 10.214397 -0.3 0.2 -0.6 0.08
H -4.009658 6.428562 9.235045 0.1 0.4 0.0 0.07
H -6.059947 6.530659 7.848918 0.3 1.1 0.4 0.11
H -6.968139 5.887677 9.120743 -0.2 -0.6 0.3 0.11
H -6.347128 4.420613 7.468074 0.0 0.1 0.1 0.09
C -4.296190 -3.199950 -7.379339 0.7 1.1 -0.6 -0.10
C -4.745312 -3.299391 -5.933780 0.2 -1.4 -1.9 -0.32
O -6.158730 -3.512243 -5.947712 0.5 0.7 0.9 -0.08
H -4.856156 -2.437911 -7.921409 -0.3 0.1 0.2 0.07
H -4.293384 -4.074564 -8.029826 -0.3 -0.4 0.6 0.07
H -3.272072 -2.827601 -7.404458 0.2 -0.1 0.1 0.07
H -4.412258 -2.412059 -5.395441 -0.3 0.0 0.2 0.11
H -4.281058 -4.202302 -5.537142 0.2 0.1 0.5 0.11
H -6.364663 -3.248966 -5.047782 -0.9 -0.2 0.1 0.07
C -0.733965 -6.710809 -0.449255 0.7 0.9 -1.6 -0.11
C -1.530551 -7.519796 0.483116 -0.4 -0.6 0.6 -0.35
O -0.996481 -8.830683 0.495500 0.6 -0.5 0.0 -0.08
H -0.534887 -7.314038 -1.335016 -0.1 0.1 -0.2 0.08
H 0.235264 -6.334883 -0.121549 -0.1 -0.3 0.5 0.08
H -1.301555 -5.836083 -0.766718 0.0 0.1 0.0 0.08
H -2.556923 -7.567470 0.119261 -0.2 0.2 0.2 0.11
H -1.471949 -7.067480 1.473101 -0.4 -0.1 0.3 0.11
H -1.626226 -9.499171 0.775039 -0.2 0.3 0.1 0.08
C 13.482547 -0.963383 0.789395 -0.8 0.5 -1.6 -0.08
C 13.268404 -0.922089 -0.760279 -1.3 -2.1 0.5 -0.28
O 12.074367 -1.655426 -1.124550 -0.9 0.8 -0.1 -0.12
H 12.819153 -0.243366 1.268540 0.6 0.8 -0.1 0.07
H 14.553824 -0.805712 0.914447 -0.2 -0.1 0.9 0.07
H 13.018552 -1.845553 1.230479 0.9 -0.7 -0.3 0.07
H 14.011474 -1.483988 -1.326149 0.9 0.7 0.3 0.10
H 13.089961 0.072797 -1.168267 0.4 0.0 0.2 0.11
H 12.128439 -2.598633 -0.954152 0.5 0.1 0.2 0.07
C -1.237977 -11.595992 -6.617468 -0.4 1.5 0.5 -0.10
C -1.297291 -10.532777 -7.722103 0.2 -2.4 0.1 -0.31
O -0.419190 -11.005604 -8.718885 0.8 1.2 -1.5 -0.10
H -1.515103 -12.562865 -7.037523 -0.1 0.0 0.1 0.07
H -1.968961 -11.266833 -5.878954 0.0 -0.5 0.4 0.07
H -0.255987 -11.661698 -6.148979 0.0 0.0 -0.1 0.07
H -1.016360 -9.510702 -7.468053 0.1 -0.2 0.2 0.11
H -2.327502 -10.555574 -8.077405 -0.2 0.4 -0.3 0.10
H -0.275361 -11.953756 -8.762696 -0.5 0.1 0.5 0.07
C 1.430606 9.088876 4.869023 -0.1 0.1 -0.4 -0.10
C 2.558601 8.691433 3.870236 -2.5 -0.9 0.9 -0.26
O 1.850595 8.491018 2.594243 1.4 1.0 0.5 -0.10
H 0.795432 9.875914 4.462550 0.5 0.4 -0.4 0.06
H 1.786907 9.466558 5.827413 0.1 -0.3 0.1 0.06
H 0.666632 8.319794 4.982837 0.5 -0.5 0.3 0.06
H 3.015925 7.747373 4.166401 0.0 -0.1 0.1 0.10
H 3.354763 9.424900 3.997696 -0.1 0.3 -1.4 0.10
H 1.704929 7.552017 2.457656 0.2 0.0 0.2 0.07
C -12.340512 0.323334 0.971946 0.5 -0.5 0.4 -0.09
O -10.971150 0.319742 1.469268 -1.5 1.0 -0.4 -0.19
C -10.068979 0.114775 0.408382 1.6 -1.2 0.7 -0.23
C -8.684092 -0.384247 1.042477 -2.6 -0.7 -0.3 -0.18
N -8.833328 -1.726756 1.694746 1.9 0.7 0.7 -0.05
C -7.678641 -1.904948 2.727003 -2.5 1.4 -1.0 -0.19
C -8.122886 -2.770157 3.870833 0.5 -0.2 -0.5 -0.26
O -9.237462 -2.279220 4.632516 0.9 -1.2 -1.2 -0.18
C -9.554220 -3.214363 5.669585 -0.4 1.6 0.2 -0.10
H -12.414691 -0.603955 0.403861 -0.7 -0.1 0.1 0.08
H -12.710241 1.133916 0.343957 1.1 0.5 -0.5 0.08
H -13.068385 0.406864 1.779002 0.5 -0.7 0.5 0.08
H -9.888520 0.993176 -0.211245 0.0 0.4 0.2 0.11
H -10.499872 -0.634542 -0.255677 0.2 -0.4 -0.2 0.10
H -8.469164 0.363321 1.806057 0.6 0.3 -0.2 0.10
H -7.969991 -0.483443 0.224970 0.3 0.4 0.3 0.11
H -9.687798 -1.721029 2.233218 -0.2 0.2 0.2 0.08
H -7.427949 -0.946295 3.181119 0.2 0.4 -0.3 0.10
H -6.814080 -2.299074 2.192888 0.0 -0.2 0.3 0.12
H -7.238779 -2.833502 4.505210 0.0 -0.4 0.4 0.12
H -8.305006 -3.714052 3.357022 -0.5 -0.6 0.7 0.12
H -9.621640 -4.268878 5.402096 0.1 0.1 -0.4 0.09
H -10.522996 -2.838804 5.999030 0.0 -0.4 0.3 0.09
H -8.833377 -3.062737 6.473013 0.1 -0.3 0.2 0.08
C -15.732911 5.494854 6.326086 0.2 0.4 -1.0 -0.12
O -14.408841 5.093773 6.668827 -0.7 0.6 -0.6 -0.18
C -13.855774 4.246229 5.669525 0.3 -1.5 1.9 -0.24
C -12.331839 4.106629 5.834421 -0.3 1.8 -1.0 -0.16
N -11.645568 4.786954 4.697514 0.3 -2.8 0.6 -0.09
C -11.847311 6.188773 4.542284 0.7 -0.7 -0.5 -0.20
C -10.880708 6.724904 3.439031 -0.2 0.3 1.3 -0.22
O -11.521925 6.618032 2.200581 -0.2 0.7 -1.0 -0.18
C -11.128080 7.604048 1.269364 -0.6 1.4 -0.5 -0.12
H -16.474054 4.700378 6.238919 0.1 -0.5 0.6 0.08
H -15.715288 5.901925 5.315112 0.1 0.3 -0.3 0.07
H -16.115030 6.310135 6.940427 0.4 -0.3 0.5 0.09
H -14.136521 4.438107 4.633924 -0.1 0.7 0.0 0.12
H -14.218579 3.243885 5.897073 -0.6 -0.3 -0.2 0.11
H -12.129325 3.039821 5.929332 0.6 0.2 -0.5 0.11
H -11.951677 4.592355 6.733113 -0.4 0.0 0.3 0.12
H -11.963320 4.283599 3.881567 0.3 0.1 -0.4 0.10
H -11.734908 6.583121 5.552215 0.4 0.7 -0.2 0.12
H -12.856905 6.421052 4.203362 -0.3 0.4 -0.1 0.11
H -9.902683 6.274030 3.270882 0.0 -0.7 1.0 0.12
H -10.658348 7.732998 3.788899 -0.2 0.7 -0.7 0.11
H -10.533800 8.425557 1.669431 0.4 -0.3 0.6 0.08
H -11.997640 8.164661 0.926327 -0.5 -0.3 0.0 0.08
H -10.624169 7.323624 0.344418 0.2 -1.0 0.3 0.08
C 9.907594 -4.131316 8.488150 0.0 0.4 0.2 -0.11
O 9.026195 -5.032326 7.787550 0.8 0.7 1.1 -0.19
C 8.656653 -4.628607 6.489260 -0.1 -1.2 -0.8 -0.22
C 7.834173 -5.781439 5.785596 0.4 1.1 0.2 -0.20
N 7.504437 -5.407002 4.394084 -2.1 -1.2 0.7 -0.05
C 6.240737 -6.117566 3.901191 0.9 -0.4 -0.7 -0.16
C 6.253448 -7.706747 3.826855 -0.4 2.3 -1.1 -0.22
O 7.303865 -7.943390 2.899034 0.0 -0.7 1.1 -0.21
C 7.506693 -9.336684 2.816717 1.5 0.8 -0.4 -0.12
H 10.199116 -4.508146 9.468520 -0.5 -0.6 -0.1 0.08
H 9.516217 -3.135265 8.695057 -0.9 0.0 -0.2 0.08
H 10.864543 -3.850155 8.048485 0.1 -0.7 -1.0 0.08
H 9.558452 -4.626869 5.877000 0.3 0.6 -0.2 0.11
H 8.183478 -3.646897 6.468163 -0.2 0.0 0.0 0.12
H 6.891760 -6.048658 6.263664 0.0 0.4 0.3 0.11
H 8.476739 -6.650922 5.924226 0.1 -0.3 -0.4 0.11
H 8.254977 -5.518622 3.727499 0.0 -0.3 0.1 0.10
H 6.135998 -5.799255 2.863983 0.1 -0.1 -0.1 0.10
H 5.312248 -5.764287 4.349727 0.4 0.2 0.7 0.10
H 5.393070 -8.160166 3.334659 -0.9 0.7 -0.1 0.11
H 6.173810 -8.205969 4.792540 1.4 -0.1 0.4 0.11
H 6.631067 -9.846864 2.415342 -0.1 -0.3 0.4 0.09
H 7.896502 -9.632657 3.790658 -0.5 -0.8 0.1 0.09
H 8.349704 -9.450738 2.135225 -0.1 -0.3 -0.2 0.08
C 5.291269 3.521605 2.901899 0.1 -0.2 1.4 -0.16
O 4.981158 3.483678 1.566797 0.5 0.3 -1.8 -0.18
C 6.148137 3.540342 0.736544 -0.8 -0.6 -0.5 -0.20
C 5.768297 3.355254 -0.737018 -0.4 0.8 -0.4 -0.22
N 6.975318 3.372978 -1.524292 0.6 1.6 -0.4 -0.10
C 6.847224 3.592422 -2.988322 -1.2 -1.5 0.0 -0.17
C 6.202579 4.910756 -3.551784 1.0 -0.6 0.4 -0.21
O 6.310193 4.992448 -4.975345 0.9 -1.0 0.6 -0.22
C 6.196444 6.326849 -5.457404 -0.2 -1.4 0.7 -0.09
H 5.518075 2.515779 3.255416 0.1 -0.2 0.3 0.09
H 4.454423 3.919765 3.475706 -0.2 -0.1 -0.1 0.09
H 6.143716 4.149512 3.161069 0.3 0.2 -0.3 0.08
H 6.858187 2.736311 0.930074 0.0 -0.4 0.6 0.12
H 6.704648 4.458858 0.922920 -0.2 0.3 -0.3 0.12
H 5.118093 4.157988 -1.084801 0.2 0.5 0.2 0.11
H 5.145463 2.491347 -0.969066 0.0 -0.6 0.6 0.12
H 7.536495 2.548287 -1.365985 0.0 0.0 -0.1 0.11
H 6.243584 2.744666 -3.312398 -0.3 -0.1 -0.8 0.10
H 7.840798 3.381234 -3.383688 0.0 0.7 -0.3 0.12
H 6.767885 5.667043 -3.007206 0.0 0.7 -0.3 0.12
H 5.136132 5.063541 -3.386137 -0.1 -0.4 0.8 0.12
H 5.690571 6.226530 -6.417685 0.1 0.5 0.0 0.09
H 7.211386 6.714628 -5.544660 -0.2 0.6 0.0 0.09
H 5.563665 6.796745 -4.704490 0.1 1.0 -0.5 0.08
C 3.985743 -2.919346 -3.635343 0.7 -0.4 2.0 -0.12
O 3.059560 -1.863393 -3.397404 0.2 -0.2 -2.0 -0.19
C 2.390963 -1.500980 -4.623868 -1.1 0.0 0.3 -0.20
C 1.534378 -0.230751 -4.461482 0.9 0.2 -1.5 -0.26
N 0.904784 -0.198248 -3.185837 -1.4 -0.9 -1.2 -0.06
C 0.455694 1.166637 -2.835867 2.3 -1.5 -0.7 -0.21
C -0.128207 1.192491 -1.515465 -1.5 2.2 2.5 -0.21
O -0.369035 2.628782 -1.251344 0.9 -0.5 0.6 -0.24
C -0.835010 3.017922 0.077108 -0.1 -0.2 -2.6 -0.08
H 4.668106 -2.846018 -4.482155 -0.3 0.6 -0.2 0.09
H 3.629642 -3.948618 -3.592014 -1.1 0.0 -0.6 0.08
H 4.562177 -2.946470 -2.710637 0.6 0.4 -0.1 0.08
H 1.658379 -2.261633 -4.893746 0.1 -0.6 0.2 0.12
H 3.059464 -1.430448 -5.481925 0.4 0.2 0.2 0.12
H 0.886308 -0.216127 -5.337774 -0.5 -0.1 0.0 0.12
H 2.128035 0.672045 -4.605098 0.6 0.3 0.0 0.11
H 1.661789 -0.686560 -2.729101 -0.4 0.8 2.2 0.09
H -0.327948 1.568959 -3.477840 0.5 -0.2 -0.7 0.14
H 1.395626 1.718090 -2.858649 -0.4 1.1 -0.1 0.12
H 0.509941 0.785228 -0.731247 0.0 -0.2 0.0 0.13
H -1.121941 0.745192 -1.538513 0.1 -0.6 0.3 0.12
H -0.952171 4.096540 -0.027471 0.0 0.0 0.2 0.08
H -0.127628 2.817328 0.881765 -0.2 -0.5 0.0 0.08
H -1.833041 2.579810 0.086202 0.0 -0.1 1.2 0.08
```
Positions in Å, forces in eV/Å.

- HOMO energy: -0.31007 Ha
- Net charge: 0